The following is a quantum chemistry calculation of 2 unconnected molecules or ions with the total composition C4H15N2OS in a non-equilibrium geometry, from OMol25.

Positions of all 23 atoms, in Å:
N -1.46 -0.02 0.62
C -0.17 -0.46 -0.12
C 0.69 0.72 -0.48
C 2.16 0.31 -0.72
S 3.19 1.80 -0.55
C -0.65 -1.40 -1.24
N -1.67 -2.32 -0.71
H -1.21 0.87 1.09
H -1.66 -0.76 1.28
H -2.31 0.09 0.06
H 0.33 -1.07 0.61
H 0.61 1.44 0.32
H 0.28 1.26 -1.32
H 2.28 -0.09 -1.72
H 2.38 -0.43 0.04
H 4.02 1.31 0.40
H -1.06 -0.76 -2.02
H 0.24 -1.96 -1.55
H -2.19 -2.66 -1.51
H -1.21 -3.12 -0.29
H -0.35 1.99 3.06
H -1.38 3.01 2.49
O -0.87 2.23 2.28

electronic energy = -744.1068 hartree
total charge = +1
max |F| = 1.73 eV/Å
energy relative to the best compared isomer or geometry (same formula, charge and spin) = 17.2 kJ/mol
LUMO = -2.98 eV
multiplicity = 1